(1)
ORCA calculation (ωB97M-V with the def2-TZVPD basis set) on the molecule C3H11ClNO2PSSi.

The geometry in XYZ format:
```
21
Properties=species:S:1:pos:R:3:forces:R:3
C 2.67477 -0.04804 -0.02570 0.1 0.0 0.0
C 1.34608 0.19177 0.71138 0.0 0.0 -0.1
C 0.40293 1.17651 -0.01030 0.0 0.0 0.0
Cl 0.10167 2.65112 0.98971 0.0 0.0 0.1
Si -1.26620 0.45041 -0.58334 -0.1 0.0 0.0
N -2.58531 1.47221 -0.14278 0.1 -0.3 0.3
S -1.32886 0.35651 -2.72877 0.1 0.0 0.0
P -1.79141 -1.66314 0.14389 0.3 -0.1 0.1
O -0.60469 -2.62850 -0.47207 -0.1 0.0 -0.2
O -1.28656 -1.53139 1.72946 -0.1 0.3 -0.2
H 2.67990 0.40912 -1.01643 0.0 0.0 0.0
H 3.51824 0.37092 0.52156 0.0 0.0 0.0
H 2.88356 -1.10954 -0.16215 0.0 0.0 0.0
H 0.83740 -0.75606 0.88467 0.0 0.0 0.0
H 1.53625 0.58898 1.70660 0.0 0.0 0.0
H 0.89400 1.56397 -0.90126 0.0 0.0 0.0
H -3.49417 1.02505 -0.17770 0.0 0.1 -0.1
H -2.48033 1.91883 0.76096 0.0 0.2 -0.1
H -0.25699 -0.44759 -2.81371 0.0 -0.1 0.0
H 0.21091 -2.19280 -0.73829 0.0 0.0 0.2
H -1.99119 -1.79830 2.32428 0.0 -0.2 0.1
```
Positions in Å, forces in eV/Å.

Results
LUMO energy: 0.0124 Ha
energy: -49401.3785 eV
E_HOMO: -8.489 eV

---

(2)
ORCA calculation (ωB97M-V with the def2-TZVPD basis set) on C6H12O as an isolated structure.

The geometry in XYZ format:
```
19
Properties=species:S:1:pos:R:3:forces:R:3
C 0.17454 0.12121 -2.40169 0.0 0.0 -0.1
C 0.21233 -0.02570 -0.87392 0.0 0.0 0.0
C 1.68026 -0.05083 -0.43261 0.1 0.0 0.1
C -0.44722 1.21404 -0.27014 -0.3 -0.3 -0.4
O -1.65432 0.88665 0.36764 0.1 0.1 -0.3
C -0.88755 0.61466 1.54736 0.0 0.0 0.2
C -1.07092 -0.82293 2.01309 0.1 0.0 0.0
H 0.72425 -0.72851 -2.81977 -0.1 0.1 -0.1
H -0.83793 0.10251 -2.81582 0.1 0.1 0.1
H 0.67379 1.04092 -2.72494 -0.1 -0.1 0.1
H -0.30949 -0.95693 -0.61401 0.1 0.1 0.0
H 2.09289 0.96015 -0.53089 0.0 -0.2 0.0
H 2.27445 -0.72690 -1.05646 -0.1 0.1 0.1
H 1.79396 -0.36281 0.61242 0.0 0.0 -0.1
H 0.15484 0.97074 1.24863 0.1 -0.5 0.7
H -1.12733 1.33416 2.33603 -0.2 0.0 -0.2
H -0.67732 -1.56528 1.31396 0.0 0.2 0.1
H -2.14796 -1.01009 2.10471 0.2 0.1 0.0
H -0.62128 -0.99507 2.99641 0.0 0.1 -0.2
```
Positions in Å, forces in eV/Å.

Results
ΔE to the lowest compared entry with this formula, charge and spin: 430.3 kJ/mol
LUMO energy: 0.0342 Ha
energy: -8459.8946 eV
E_HOMO: -8.056 eV

---

(3)
ORCA calculation (ωB97M-V with the def2-TZVPD basis set) on a 2-piece molecular cluster, C2H8NO2 overall in a non-equilibrium geometry.

The geometry in XYZ format:
```
13
Properties=species:S:1:pos:R:3:forces:R:3
O 0.73971 -0.74675 -1.50781 0.0 0.1 -0.1
C -0.44197 -0.59804 -1.64347 0.3 -0.1 0.1
C -1.16820 0.40506 -0.77388 -1.2 -0.1 0.6
N -0.24906 0.86183 0.30309 0.3 0.6 0.1
H -1.04631 -1.21763 -2.31981 -0.1 0.2 -0.1
H -1.61563 1.25823 -1.28502 0.4 0.1 -0.3
H -2.03437 -0.06294 -0.29472 0.2 -0.2 0.0
H 0.58075 1.27628 -0.13141 0.3 -0.4 0.1
H -0.62315 1.60091 0.90205 -0.4 -0.1 -0.1
H 0.05170 0.09134 0.92426 0.5 -0.1 -0.3
H 1.92483 -1.71396 2.08423 -0.4 0.0 -0.4
H 2.19102 -0.25564 2.13349 0.0 0.1 -0.2
O 1.69066 -0.89869 1.60901 0.2 0.1 0.7
```
Positions in Å, forces in eV/Å.

Results
ΔE to the lowest compared entry with this formula, charge and spin: 112.2 kJ/mol
total charge: +1
LUMO energy: -0.1352 Ha
energy: -7781.7956 eV
E_HOMO: -14.969 eV

---

(4)
ORCA calculation (ωB97M-V with the def2-TZVPD basis set) on C43H53ClCoN5O3P2Si2 as an isolated structure in a non-equilibrium geometry.

The geometry in XYZ format:
```
110
Properties=species:S:1:pos:R:3:forces:R:3
Co 1.25353 1.07066 -1.00018 -0.2 1.0 -0.3
C 1.32998 4.30613 1.59409 -1.1 -0.3 -0.5
Si -0.56579 4.22903 1.41857 1.0 -1.3 0.0
C -1.23278 5.44894 0.18366 -1.7 0.3 0.5
C -1.12612 4.82894 3.06169 -2.0 0.4 0.0
N -0.94222 2.64074 0.90929 -0.3 -0.1 0.2
P -1.15072 1.12586 1.25049 2.4 1.0 -0.7
C 0.22091 0.19413 0.48453 -0.3 -0.1 0.9
P 1.66813 -0.52779 1.23420 -0.8 0.3 -0.2
N 2.72308 0.65686 1.20031 -0.5 -0.6 0.0
Si 4.39964 0.53770 0.81661 0.2 -1.5 0.0
C 4.83602 2.15124 0.07453 1.0 1.5 1.0
C 5.55971 -0.04521 2.25838 -0.8 1.5 -0.6
C 4.66145 -0.83916 -0.45732 1.1 0.8 0.4
C 1.32890 -1.26589 2.84934 0.2 0.0 0.3
C 0.47863 -2.34715 2.95399 -1.7 -0.2 -0.7
C 0.17284 -2.88666 4.20295 -0.2 -0.7 -0.8
C 0.80864 -2.43945 5.34095 -0.2 -0.3 0.7
C 1.67302 -1.35403 5.22649 0.5 0.0 1.7
C 1.91355 -0.77368 4.01664 -0.8 -0.8 -1.3
C 2.09010 -2.02255 0.25889 -0.9 -0.2 0.6
C 2.77347 -3.03485 0.96746 0.2 0.9 -0.5
C 3.31133 -4.06660 0.24737 -0.6 0.0 -1.1
C 3.08843 -4.16987 -1.13356 -0.1 0.4 0.5
C 2.29524 -3.26289 -1.80591 -0.5 0.8 1.3
C 1.74744 -2.17364 -1.09139 1.0 -1.1 0.8
C -1.34723 0.91290 3.02350 -0.5 0.1 1.9
C -0.34376 1.41992 3.91427 0.1 0.1 -2.4
C -0.43614 1.33308 5.25309 -1.2 -0.8 2.7
C -1.58486 0.75197 5.86948 -0.1 0.3 -0.9
C -2.62921 0.33614 5.02061 1.0 0.7 0.9
C -2.53688 0.44357 3.63154 1.3 -0.3 0.1
C -2.57601 0.39099 0.51802 -1.6 -1.4 -1.1
C -3.78747 1.11170 0.55970 0.2 0.2 0.5
C -4.99659 0.58760 0.12576 0.3 0.0 0.0
C -5.00752 -0.69886 -0.38761 -1.0 -0.5 -0.6
C -3.84196 -1.42099 -0.53118 1.9 0.3 0.5
C -2.57762 -0.89389 -0.09922 -2.5 1.2 0.2
H 1.72636 5.31195 1.69480 0.2 0.0 0.4
H 1.76315 3.85693 0.71196 0.4 -0.2 -0.4
H 1.52475 3.60645 2.41375 0.4 0.5 0.1
H -0.89188 6.46676 0.39943 0.2 -0.1 -0.3
H -2.36530 5.49440 0.23418 1.1 -0.1 0.1
H -1.03608 5.12798 -0.82226 0.5 0.2 -0.6
H -0.72613 5.82517 3.04295 0.3 0.8 0.3
H -0.84915 4.36960 3.98803 0.4 -0.5 0.3
H -2.23335 4.98173 3.10257 0.6 -0.2 -0.1
H 4.58422 2.98764 0.77504 -0.1 -0.6 -0.5
H 4.31175 2.29254 -0.85933 -0.1 0.1 -0.2
H 5.91973 2.28261 -0.08431 -0.3 -0.2 -0.2
H 5.47058 0.62517 3.12076 0.0 -0.2 0.1
H 6.58286 0.00302 1.92354 0.5 0.1 -0.2
H 5.37482 -1.06043 2.54001 -0.3 -0.7 0.3
H 4.53951 -1.81544 -0.01637 0.4 -0.2 0.1
H 5.69850 -0.70022 -0.80314 -0.1 -0.3 0.0
H 4.04221 -0.81845 -1.32664 -0.4 0.2 -0.4
H -0.10661 -2.71168 2.05775 0.9 0.3 1.0
H -0.53958 -3.71434 4.21657 0.2 0.2 0.3
H 0.59487 -2.96485 6.29711 0.3 0.7 -0.7
H 2.17974 -0.92118 6.11051 -0.4 -0.5 -0.5
H 2.50209 0.07366 3.87756 1.2 1.3 0.2
H 2.97791 -2.91952 2.03276 -0.1 -0.1 -0.3
H 3.88230 -4.82321 0.70371 0.6 -0.8 0.7
H 3.52476 -4.98300 -1.66907 0.2 -0.5 -0.3
H 2.05397 -3.40080 -2.83005 -0.1 0.0 -0.8
H 1.03866 -1.50947 -1.53373 -0.2 0.4 -0.5
H 0.55714 1.91813 3.53452 -0.4 -0.4 -0.3
H 0.37538 1.66019 5.90666 -0.2 0.1 -0.3
H -1.68288 0.67870 6.97480 0.2 0.0 -1.0
H -3.53587 -0.03426 5.46325 -0.2 -0.2 0.0
H -3.37540 0.05148 3.08513 -0.1 0.1 -0.5
H -3.75879 2.11034 0.99372 0.0 -0.1 -0.1
H -5.93106 1.14513 0.17017 0.3 0.0 0.1
H -5.96725 -1.12517 -0.75312 0.8 0.3 0.4
H -3.84580 -2.41555 -0.96226 -0.1 0.1 -0.1
H -1.68713 -1.42622 -0.33385 0.7 -0.3 0.2
N -2.23115 1.57212 -4.25111 0.3 -0.8 0.4
C -2.33206 2.57587 -3.20724 -2.0 0.6 0.3
C -1.39789 2.30078 -2.11693 0.8 -0.3 1.6
N 0.01719 2.16392 -2.51153 -1.4 -2.9 -0.1
C 0.20007 1.43681 -3.81280 -0.2 0.5 1.3
C -0.86060 1.66268 -4.82779 -1.6 3.0 -1.2
H -2.97586 1.76262 -4.90968 0.4 -0.1 -0.5
H -2.50445 -0.09025 -3.94099 -0.4 -0.4 -0.3
H -3.36997 2.62772 -2.72838 1.2 -0.3 -0.9
H -2.13082 3.54852 -3.61669 0.0 0.9 -0.4
H -1.74886 1.34954 -1.69687 0.5 0.1 0.2
H -1.41411 3.06352 -1.31339 -0.3 -0.6 -0.5
H 0.44732 3.02199 -2.55806 1.1 2.5 -0.2
H 0.10437 0.39284 -3.55689 0.7 -0.5 0.0
H 1.16418 1.78415 -4.17127 0.1 -0.7 -0.2
H -0.70599 1.01143 -5.66264 -0.2 -0.8 -0.3
H -0.82258 2.71187 -5.29202 0.4 -1.0 0.6
O 3.95507 -0.18905 -3.74704 -0.5 1.0 0.5
C 3.33191 0.54970 -3.04364 0.0 -0.8 -0.2
N 2.66626 1.24731 -2.33028 0.6 -0.4 -0.2
Cl -3.15944 -7.62884 -4.72612 0.2 0.6 0.2
C -2.76084 -5.94451 -4.34777 -1.1 -0.4 -0.7
C -1.54654 -5.64048 -3.77370 0.6 0.7 1.0
C -1.30403 -4.29439 -3.44680 -0.2 -0.1 -0.6
C -2.23457 -3.30386 -3.78046 0.8 -0.2 0.5
C -3.38874 -3.64118 -4.42888 -1.5 -0.6 -0.6
C -3.71367 -4.96981 -4.69552 3.3 0.6 1.4
C -1.97492 -1.86807 -3.48568 1.1 -0.3 -0.3
O -2.80078 -1.06538 -4.11919 0.2 1.1 0.5
O -1.02168 -1.48879 -2.82300 -0.4 -0.1 0.0
H -0.82560 -6.41080 -3.45852 -0.5 0.4 -0.5
H -0.36141 -3.95847 -3.04333 0.1 -0.2 0.3
H -4.06841 -2.84981 -4.73614 0.1 -0.2 0.1
H -4.57552 -5.22048 -5.17677 -2.2 -0.7 -1.2
```
Positions in Å, forces in eV/Å.

Results
expectation value of S²: 6.012
LUMO energy (alpha / beta): 0.0089 / -0.0270 Ha
energy: -143528.9188 eV
E_HOMO (alpha / beta): -7.926 / -8.284 eV
spin multiplicity: 5

---

(5)
ORCA calculation (ωB97M-V with the def2-TZVPD basis set) on C26H70CdN4O11 as an isolated structure in a non-equilibrium geometry.

The geometry in XYZ format:
```
112
Properties=species:S:1:pos:R:3:forces:R:3
O -35.22211 7.32494 -2.14265 0.5 0.4 -0.1
H -35.59540 7.09066 -2.99551 -0.3 -0.1 -1.1
H -35.88668 7.75945 -1.60306 -0.7 0.7 0.7
H -34.90083 6.53846 -1.69561 0.6 -0.9 0.6
Cd -36.28194 2.25712 -0.82276 0.5 -0.3 0.1
C -30.50449 3.33441 0.66924 -1.3 -0.1 -0.9
C -31.34602 3.91968 -0.56812 -1.3 -1.7 3.2
O -32.73562 3.78076 -0.33866 2.6 0.8 -1.0
H -30.83561 3.89702 1.54212 0.5 0.3 0.0
H -29.42218 3.24029 0.58080 -0.1 0.7 -0.3
H -30.81330 2.32094 0.92543 -0.3 -0.1 -0.5
H -31.01649 3.57700 -1.54898 -0.1 -0.9 -0.7
H -31.06524 4.95042 -0.78449 -0.3 1.0 0.1
O -34.60789 -0.57985 -0.57908 -0.3 0.5 0.0
H -34.58024 -1.21326 -1.29620 0.0 -0.2 -0.2
H -33.81201 -0.75206 -0.07594 0.3 0.0 0.2
C -23.86943 4.16225 -2.37507 -1.0 0.0 1.0
O -24.92248 5.05767 -2.76314 0.4 -0.1 0.2
C -25.18709 6.07571 -1.77802 -1.4 -0.7 -1.7
C -26.39949 6.89031 -2.37416 2.3 -0.3 0.9
N -26.51312 8.07410 -1.57882 -1.4 1.0 -0.2
C -27.59530 8.98482 -2.00089 0.9 0.6 0.7
C -27.51894 10.34728 -1.28461 0.6 -0.7 -0.5
O -28.77659 10.96911 -1.40156 0.3 0.8 0.6
C -29.00309 12.06876 -0.49643 -0.1 -0.9 0.3
H -22.88726 4.63138 -2.31715 0.0 0.1 -0.1
H -23.83288 3.24106 -2.95660 -0.2 0.5 -0.6
H -24.17643 3.81141 -1.38980 0.5 -0.1 0.5
H -24.29074 6.68800 -1.67926 -0.1 0.3 0.2
H -25.50519 5.67340 -0.81621 0.3 -0.3 0.2
H -27.36257 6.38020 -2.35485 0.2 -0.4 0.0
H -26.08396 7.04051 -3.40661 -0.3 0.3 -0.4
H -25.64813 8.52271 -1.31304 0.0 0.0 -0.3
H -28.56041 8.52216 -1.79450 0.0 -0.1 -0.1
H -27.51013 9.27642 -3.04771 -0.2 -0.6 -0.5
H -26.73951 10.90136 -1.80768 0.0 0.5 -0.1
H -27.10452 10.20156 -0.28705 -0.7 0.1 0.6
H -30.00627 12.43719 -0.71084 0.2 0.0 0.0
H -28.29927 12.90054 -0.46637 0.3 -0.1 -0.9
H -28.94669 11.68242 0.52124 -0.3 -0.1 0.2
C -34.68668 9.66894 2.13847 -1.0 0.3 0.7
O -35.99207 9.08810 2.24931 0.2 -1.6 -0.6
C -36.20583 8.15590 3.35993 -0.3 1.3 0.1
C -37.26476 8.78062 4.26151 0.4 -0.3 -0.2
N -38.60322 8.73902 3.66377 0.0 0.3 0.7
C -39.56166 9.61724 4.33955 -0.9 1.0 -0.3
C -40.77490 9.87544 3.43105 -1.7 0.0 0.8
O -42.00802 10.04485 4.21173 0.7 -1.5 -0.8
C -43.06974 10.59869 3.42708 1.0 0.7 -0.3
H -34.57425 10.25749 3.04900 0.7 0.0 0.0
H -34.68555 10.36664 1.30104 -0.3 -0.1 0.0
H -33.86293 8.97240 1.98231 -0.1 -0.3 0.3
H -35.28953 7.96152 3.91735 0.2 0.4 0.0
H -36.58439 7.16809 3.09725 0.0 0.1 -0.9
H -36.96323 9.79867 4.50801 0.1 0.2 0.1
H -37.19743 8.19471 5.17818 -0.6 0.0 0.3
H -38.57079 9.05123 2.70379 0.4 0.0 -0.2
H -39.30919 10.67129 4.45505 1.5 0.1 0.4
H -39.80305 9.31373 5.35823 -0.3 -0.6 -0.3
H -40.85017 9.10780 2.66086 -0.4 -0.4 0.1
H -40.65158 10.82105 2.90312 0.3 0.2 -0.2
H -44.06562 10.49614 3.85816 0.5 0.1 0.7
H -43.18845 10.21846 2.41247 0.5 -0.6 -0.1
H -42.72905 11.62820 3.31692 -0.9 0.5 -0.2
C -31.98139 -1.94791 9.98270 -0.2 -0.4 0.7
O -32.08637 -0.64140 9.44832 0.3 0.2 0.7
C -31.00390 0.15108 9.90147 0.3 1.1 -0.6
C -30.88950 1.44786 9.04910 -0.4 -0.8 1.2
N -30.96138 1.08524 7.63645 2.5 0.9 -0.2
C -29.73806 1.55155 6.84326 -1.8 -0.2 -0.4
C -28.47296 0.80287 7.13389 1.9 -1.4 1.1
O -27.61218 0.38870 6.05813 -2.3 0.7 0.5
C -27.07374 1.46282 5.31655 2.0 -1.5 0.5
H -31.45592 -2.62146 9.30570 0.0 0.0 -0.1
H -32.95471 -2.35263 10.26009 -0.2 0.1 -0.6
H -31.46622 -1.96964 10.94303 0.4 0.3 0.0
H -30.07763 -0.41757 9.81926 0.3 -0.2 -0.3
H -31.02882 0.46325 10.94551 -0.6 -0.2 0.3
H -29.97012 1.93045 9.38066 0.5 0.0 -0.3
H -31.64711 2.16509 9.36488 -0.5 -0.1 -0.3
H -30.82436 0.08644 7.69756 -0.6 -0.4 -0.7
H -29.58773 2.62737 6.93331 -0.4 0.0 0.0
H -30.01013 1.30112 5.81790 0.1 0.3 -0.3
H -28.69991 -0.12171 7.66468 -0.3 -0.3 -0.2
H -27.80111 1.27856 7.84834 -0.1 0.7 0.2
H -26.63737 0.86310 4.51779 -0.6 1.0 -1.2
H -26.14039 1.74452 5.80400 0.0 0.7 0.5
H -27.66683 2.36230 5.15140 -0.3 -0.5 -0.4
C -27.97823 -0.24773 -3.98313 -0.1 0.2 0.0
O -29.04639 -1.18444 -4.05029 0.4 -1.2 1.4
C -28.51755 -2.51068 -3.68649 -0.3 -0.6 -1.3
C -29.60062 -3.61023 -3.35926 -0.1 2.7 -1.3
N -30.25221 -3.36983 -2.08921 1.3 -0.6 1.2
C -29.30201 -3.63863 -0.99303 0.2 1.3 1.0
C -29.99158 -3.71717 0.40363 0.2 -1.2 -3.0
O -30.79653 -2.55378 0.53769 0.8 -1.7 0.5
C -31.30418 -2.48132 1.86705 -0.4 1.4 -0.6
H -28.31835 0.76160 -4.21480 -0.5 -0.1 0.1
H -27.19770 -0.43483 -4.72061 0.2 -0.4 0.0
H -27.56686 -0.25060 -2.97373 0.3 0.1 0.0
H -27.77102 -2.56370 -2.89404 0.1 0.9 0.2
H -28.02445 -2.82118 -4.60765 0.3 -0.4 0.0
H -29.16639 -4.60206 -3.48488 -0.1 0.1 0.3
H -30.31038 -3.41186 -4.16238 -0.4 -0.6 0.0
H -30.36235 -2.37779 -1.93489 -0.9 0.3 -0.8
H -28.69158 -2.74725 -0.84835 0.5 0.3 -0.3
H -28.59027 -4.42111 -1.25619 -0.4 -0.5 0.4
H -29.24634 -3.92720 1.17083 -0.1 0.5 0.3
H -30.55979 -4.62423 0.19754 -0.9 -0.1 1.0
H -32.28954 -2.03889 1.72076 -0.2 0.0 0.5
H -30.67349 -1.75218 2.37567 -0.1 -0.2 0.6
H -31.40574 -3.41163 2.42591 0.2 -0.1 -0.3
```
Positions in Å, forces in eV/Å.

Results
total charge: +2
LUMO energy: -0.3821 Ha
energy: -61111.2320 eV
E_HOMO: -11.898 eV

---

(6)
ORCA calculation (ωB97M-V with the def2-TZVPD basis set) on the molecule C5H5NO2 in a non-equilibrium geometry.

The geometry in XYZ format:
```
13
Properties=species:S:1:pos:R:3:forces:R:3
C -1.20958 1.19148 -0.24674 2.8 -0.6 1.1
C -1.93368 -0.02563 -0.08604 0.9 -0.5 0.6
C -1.06417 -1.15994 0.15634 2.9 2.3 -0.5
C 0.28400 -0.60264 0.27599 -1.4 1.7 -2.5
C 1.65810 -1.04044 -0.02825 -1.6 1.4 1.7
H 2.12686 1.32295 0.04603 -3.3 1.2 0.7
H -1.39456 2.34736 -0.38191 0.0 -2.9 0.4
H -2.98074 -0.20839 0.08684 -0.3 0.7 -0.8
H -1.20481 -2.24887 0.00874 -0.4 1.0 0.5
H 1.86454 -2.07834 0.21485 0.6 -0.4 -0.5
N 0.16993 0.80248 -0.09042 -1.2 1.4 1.6
O 1.20406 1.86918 0.34138 -0.2 -3.5 -1.8
O 2.48005 -0.16920 -0.29681 1.1 -1.7 -0.4
```
Positions in Å, forces in eV/Å.

Results
ΔE to the lowest compared entry with this formula, charge and spin: 432.2 kJ/mol
LUMO energy: -0.0121 Ha
energy: -10846.8357 eV
E_HOMO: -9.085 eV